{"formula": "HN6O2", "method": "ωB97M-V with the def2-TZVPD basis set", "e_lumo_ev": [3.58, 3.63], "orbital_gap_ev": [6.69, 6.80], "charge": -1, "homo_energy_ev": [-3.1070, -3.1780], "energy_ev": -13044.3561, "relative_energy_kcal_mol": 17.2, "multiplicity": 1, "species": ["H", "N", "N", "N", "N", "N", "O", "N", "O"], "xyz": [[-2.897, 0.192, 0.011], [-1.924, 0.142, 0.354], [-1.368, -0.909, -0.161], [-0.287, -1.463, 0.169], [0.970, -1.263, 0.132], [1.413, -0.008, -0.185], [2.566, 0.174, -0.635], [0.518, 0.975, 0.180], [1.010, 2.161, 0.134]]}

=====

{"formula": "HNO", "method": "ωB97M-V with the def2-TZVPD basis set", "e_lumo_ev": -0.13, "orbital_gap_ev": 9.38, "charge": 0, "homo_energy_ev": -9.5046, "energy_ev": -3550.8106, "relative_energy_kcal_mol": 2.7, "multiplicity": 1, "species": ["N", "O", "H"], "xyz": [[-0.223, 0.230, 0.321], [0.620, 0.655, -0.380], [-0.397, -0.885, 0.059]]}

=====

{"formula": "HNO2", "method": "ωB97M-V with the def2-TZVPD basis set", "e_lumo_ev": 0.43, "orbital_gap_ev": 11.15, "charge": 0, "homo_energy_ev": -10.7158, "energy_ev": -5598.1815, "relative_energy_kcal_mol": 8.6, "multiplicity": 1, "species": ["O", "N", "O", "H"], "xyz": [[-0.761, 0.213, 0.744], [0.274, 0.364, 0.162], [0.545, -0.401, -0.804], [-0.190, -1.042, -0.657]]}

=====

{"formula": "HNO2PS", "method": "ωB97M-V with the def2-TZVPD basis set", "e_lumo_ev": 3.65, "orbital_gap_ev": 7.56, "charge": -1, "homo_energy_ev": -3.9055, "energy_ev": -25724.9659, "relative_energy_kcal_mol": 40.9, "multiplicity": 1, "species": ["N", "O", "O", "P", "S", "H"], "xyz": [[0.252, -0.859, -0.123], [2.128, 1.048, -0.068], [-0.322, 1.701, -0.185], [-1.216, -0.696, 0.448], [0.813, 0.769, -0.732], [-1.654, -1.964, 0.660]]}